Entry from the OMol25 dataset: an isolated molecule of C9H10FI3O3 at a distorted geometry (ωB97M-V/def2-TZVPD).

Output
maximum force: 0.188 Eh/bohr
highest occupied orbital energy: -9.31 eV
molecular weight: 565.89 g mol⁻¹
SMILES: C/C(I)=C(\I)[C@@H]1OC(=O)O[C@]1(I)C[C@H](C)F
LUMO level: -0.9 eV

Each line ends with the Mulliken charge.
Cartesian coordinates (Å):
C 3.76559 0.13105 0.54889  -0.93
C 2.33949 -0.59707 0.07450  0.17
I 2.29881 -1.42781 -1.94806  0.02
C 1.16097 -0.71500 0.97560  -0.66
I 1.33897 0.13562 3.03219  0.05
C -0.26512 -1.44094 0.63992  0.66
O -0.13091 -2.93203 0.53115  -0.29
C -1.08444 -3.20470 -0.59339  0.62
O -1.76038 -4.35412 -0.65528  -0.51
O -1.12951 -2.00007 -1.47802  -0.25
C -1.26614 -0.85955 -0.51179  -0.51
I -3.44156 -1.04867 -0.04482  0.17
C -0.94876 0.54836 -1.28286  -0.41
C -0.66027 1.83634 -0.31506  0.61
C -1.76734 2.09460 0.86386  -0.95
F -0.69385 3.05497 -1.20702  -0.37
H 4.48067 0.30452 -0.38459  0.33
H 3.57322 1.11088 1.17023  0.30
H 4.31706 -0.70159 1.20259  0.29
H -0.95169 -1.37270 1.61360  0.34
H -0.08804 0.48814 -2.09050  0.09
H -1.93284 0.81328 -1.90522  0.40
H 0.43623 1.85267 0.15849  0.06
H -1.43510 3.03856 1.51187  0.29
H -1.91516 1.19062 1.59717  0.23
H -2.82902 2.37816 0.41471  0.27

---

Entry from the OMol25 dataset: a cluster of 2 separate species, C9H10IN in total at a distorted geometry (ωB97M-V/def2-TZVPD).

Output
energy above the lowest of the compared OMol25 structures with the same formula, charge and spin: 448.4 kJ/mol
maximum force: 0.086 Eh/bohr
highest occupied orbital energy (alpha / beta): -8.16 / -7.62 eV
molecular weight: 259.09 g mol⁻¹
LUMO level (alpha / beta): 0.2 / -1.4 eV

Each line ends with the Mulliken charge.
Cartesian coordinates (Å):
C 1.98699 2.61392 0.29822  -0.44
C 1.89609 1.73834 -0.85392  -0.41
C 0.85960 2.82722 1.05210  -0.48
C 0.71648 1.08568 -1.00476  0.12
C -0.30070 2.13961 0.88137  -0.47
C -0.34905 1.14931 -0.12687  0.51
C -1.24453 -3.16674 0.56701  -0.35
C -0.62492 -3.15797 -0.79616  -0.56
C -0.27154 -2.14679 0.29071  -0.27
N -1.42688 0.36068 -0.48572  -0.59
I -3.21764 0.25692 0.43159  0.07
H 2.85730 3.14795 0.49512  0.45
H 2.70358 1.66452 -1.66968  0.29
H 0.86266 3.63584 1.77283  0.33
H 0.51915 0.43850 -1.89536  0.30
H -1.22241 2.39701 1.34273  0.27
H -2.40650 -2.84143 0.49595  0.06
H -1.01003 -3.91654 1.36833  0.23
H 0.12341 -3.93556 -1.00209  0.20
H -1.05836 -2.73841 -1.60794  0.27
H 0.60729 -1.55208 0.44656  0.46

---

Entry from the OMol25 dataset: a cluster of 2 separate species, C9H10N2O2S in total at a distorted geometry (ωB97M-V/def2-TZVPD).

Output
energy above the lowest of the compared OMol25 structures with the same formula, charge and spin: 586.5 kJ/mol
maximum force: 0.083 Eh/bohr
highest occupied orbital energy (alpha / beta): -10.02 / -10.02 eV
molecular weight: 210.26 g mol⁻¹
LUMO level (alpha / beta): -2.0 / -2.0 eV

Each line ends with the Mulliken charge.
Cartesian coordinates (Å):
C 1.05883 -0.52251 2.65349  0.24
C 0.69867 -2.48144 -1.39898  -0.68
C 1.23413 -1.81246 -2.50920  -0.31
C 0.39836 -1.64565 -0.26727  -0.52
C 1.55368 -0.49746 -2.47485  -0.31
C 0.60908 -0.24262 -0.40935  0.33
C 0.61694 2.00786 0.77589  -1.50
C -2.39951 1.24255 0.22035  -1.15
C 0.15989 0.62126 0.71447  0.47
N 1.49030 -1.09397 3.54210  -0.54
N 1.29243 0.32738 -1.44900  -0.45
O -1.95488 -0.91768 1.60155  -0.60
O -1.44641 1.20272 2.64185  -0.57
S -1.47770 0.40339 1.51651  1.25
H 0.49976 -3.52005 -1.39461  0.47
H 1.49197 -2.31616 -3.46603  0.31
H 0.09864 -1.94281 0.67475  0.59
H 1.98527 -0.02583 -3.26238  0.54
H -0.07330 2.57300 1.42997  0.35
H 1.63169 1.98536 1.02628  0.43
H 0.64294 2.33461 -0.20360  0.48
H -3.41974 0.96561 0.45285  0.43
H -2.39405 2.25001 0.45202  0.43
H -2.29698 1.10488 -0.86681  0.32

---

Entry from the OMol25 dataset: a cluster of 2 separate species, C9H10N2O2S in total at a distorted geometry (ωB97M-V/def2-TZVPD).

Output
spin multiplicity: 3
energy above the lowest of the compared OMol25 structures with the same formula, charge and spin: 196.7 kJ/mol
<S²>: 2.03
maximum force: 0.111 Eh/bohr
highest occupied orbital energy (alpha / beta): -6.63 / -9.58 eV
molecular weight: 210.26 g mol⁻¹
LUMO level (alpha / beta): 0.1 / -3.1 eV

Each line ends with the Löwdin spin population.
Cartesian coordinates (Å):
C 1.17481 0.44829 2.57729  0.12
C 1.50908 0.34384 1.29108  0.13
C -0.21224 0.71085 2.92828  0.20
C 0.56781 0.56650 0.18594  0.08
C -0.78944 0.20706 0.73632  0.16
C -2.30105 -1.04396 -1.25806  0.05
C -2.97449 -1.03786 0.13187  0.06
C -1.69724 -0.39943 -0.05038  0.44
C 2.10152 0.83466 -1.55668  0.03
N -1.11067 0.42943 2.07748  0.25
N 0.72593 0.78006 -1.06757  0.33
O 1.09072 3.73747 -1.10532  0.02
O 0.61286 2.82136 -3.27150  0.01
S 0.20128 2.95417 -1.92259  0.02
H 1.89365 0.30671 3.42132  0.00
H 2.42985 0.07603 0.91489  0.01
H -0.36351 0.95102 4.00271  0.01
H -1.76386 -2.02318 -1.45039  0.01
H -2.69426 -0.31391 -1.97378  0.01
H -3.83528 -0.46701 0.12692  0.01
H -2.95978 -2.07768 0.66900  0.02
H 1.94624 0.42731 -2.66265  0.01
H 2.60241 1.84745 -1.77481  0.02
H 2.80683 0.11660 -0.96650  0.00